No. 1
{
  "formula": "C32H80F6NO34S12",
  "method": "ωB97M-V/def2-TZVPD",
  "symbols": ["C", "F", "F", "F", "S", "O", "O", "N", "S", "O", "O", "C", "F", "F", "F", "O", "S", "O", "O", "C", "C", "C", "H", "H", "H", "H", "H", "H", "H", "H", "O", "S", "O", "O", "C", "C", "C", "H", "H", "H", "H", "H", "H", "H", "H", "O", "S", "O", "O", "C", "C", "C", "H", "H", "H", "H", "H", "H", "H", "H", "O", "S", "O", "O", "C", "C", "C", "H", "H", "H", "H", "H", "H", "H", "H", "O", "S", "O", "O", "C", "C", "C", "H", "H", "H", "H", "H", "H", "H", "H", "O", "S", "O", "O", "C", "C", "C", "H", "H", "H", "H", "H", "H", "H", "H", "O", "S", "O", "O", "C", "C", "C", "H", "H", "H", "H", "H", "H", "H", "H", "O", "S", "O", "O", "C", "C", "C", "H", "H", "H", "H", "H", "H", "H", "H", "O", "S", "O", "O", "C", "C", "C", "H", "H", "H", "H", "H", "H", "H", "H", "O", "S", "O", "O", "C", "C", "C", "H", "H", "H", "H", "H", "H", "H", "H"],
  "positions_angstrom": [[-0.23, -1.07, -1.00], [-0.61, -0.60, -2.20], [-1.13, -1.94, -0.56], [0.93, -1.68, -1.17], [0.05, 0.27, 0.23], [0.18, -0.49, 1.44], [1.24, 0.94, -0.20], [-1.32, 1.15, 0.14], [-0.94, 2.57, 0.76], [-0.40, 2.50, 2.09], [-0.28, 3.48, -0.14], [-2.62, 3.32, 0.91], [-2.48, 4.63, 1.09], [-3.33, 3.14, -0.19], [-3.29, 2.83, 1.95], [-6.87, -0.95, 0.64], [-5.71, -0.17, 0.94], [-5.82, 0.93, 1.84], [-4.61, -1.18, 1.47], [-3.46, -0.58, 2.12], [-3.22, -1.37, 3.37], [-4.95, 0.39, -0.56], [-3.53, 0.48, 2.35], [-2.67, -0.58, 1.38], [-2.40, -0.99, 3.98], [-3.06, -2.43, 3.21], [-4.10, -1.20, 4.01], [-5.55, 1.21, -0.94], [-4.96, -0.44, -1.26], [-3.93, 0.68, -0.29], [-2.51, -5.27, -2.91], [-1.19, -4.75, -3.01], [-0.94, -3.36, -3.24], [-0.36, -5.20, -1.73], [-0.80, -6.39, -1.04], [-1.92, -6.15, -0.06], [-0.30, -5.58, -4.28], [0.08, -6.67, -0.45], [-0.99, -7.21, -1.74], [-2.85, -5.89, -0.55], [-1.69, -5.35, 0.65], [-2.10, -7.06, 0.51], [0.71, -5.18, -4.26], [-0.82, -5.34, -5.20], [-0.33, -6.65, -4.08], [-2.14, -2.97, -6.27], [-2.57, -1.62, -6.37], [-2.20, -0.87, -7.53], [-4.15, -1.66, -6.29], [-4.74, -2.24, -5.13], [-6.24, -2.19, -5.27], [-2.11, -0.70, -4.90], [-4.42, -1.72, -4.22], [-4.38, -3.26, -4.93], [-6.56, -2.58, -6.24], [-6.59, -1.16, -5.31], [-6.77, -2.77, -4.51], [-2.98, -0.10, -4.63], [-1.19, -0.20, -5.19], [-1.97, -1.43, -4.11], [4.40, -4.75, 1.39], [3.92, -3.47, 1.77], [4.24, -2.90, 3.04], [4.44, -2.49, 0.66], [4.27, -1.07, 0.94], [4.13, -0.43, -0.42], [2.16, -3.40, 1.58], [5.13, -0.67, 1.47], [3.39, -0.89, 1.56], [5.07, -0.57, -0.96], [4.08, 0.65, -0.36], [3.31, -0.88, -0.98], [1.78, -3.53, 2.59], [1.80, -4.19, 0.92], [1.88, -2.41, 1.23], [4.86, 0.12, 6.83], [4.53, -1.26, 6.71], [4.27, -2.03, 7.88], [3.30, -1.39, 5.73], [2.03, -1.00, 6.30], [0.98, -1.19, 5.24], [5.75, -2.05, 5.69], [2.06, 0.04, 6.64], [1.81, -1.61, 7.18], [1.25, -0.69, 4.31], [0.02, -0.81, 5.59], [0.86, -2.25, 5.03], [5.35, -2.98, 5.31], [6.56, -2.28, 6.38], [5.96, -1.32, 4.92], [-4.20, 2.04, -3.63], [-3.19, 3.03, -3.72], [-2.87, 3.60, -4.99], [-3.60, 4.18, -2.72], [-2.85, 5.42, -2.79], [-3.56, 6.38, -1.88], [-1.72, 2.39, -2.96], [-2.87, 5.77, -3.82], [-1.83, 5.25, -2.43], [-3.14, 7.38, -1.93], [-3.54, 6.02, -0.85], [-4.62, 6.37, -2.15], [-1.35, 1.65, -3.67], [-2.06, 1.85, -2.08], [-1.09, 3.26, -2.76], [3.41, 3.39, -5.11], [3.45, 3.01, -3.75], [4.70, 2.63, -3.17], [2.82, 4.21, -2.96], [2.63, 4.01, -1.52], [2.15, 5.30, -0.92], [2.32, 1.68, -3.46], [3.56, 3.65, -1.08], [1.85, 3.26, -1.40], [2.05, 5.19, 0.16], [1.20, 5.63, -1.35], [2.82, 6.15, -1.12], [2.65, 0.90, -4.15], [1.30, 1.99, -3.70], [2.39, 1.37, -2.42], [2.95, 3.54, 1.56], [3.75, 2.64, 2.33], [4.74, 1.85, 1.67], [4.41, 3.50, 3.47], [5.01, 2.80, 4.59], [6.38, 3.38, 4.83], [2.63, 1.58, 3.19], [5.09, 1.74, 4.36], [4.38, 2.91, 5.47], [6.89, 3.51, 3.88], [7.00, 2.70, 5.42], [6.33, 4.34, 5.35], [1.86, 2.19, 3.65], [3.18, 0.96, 3.89], [2.18, 0.94, 2.43], [-6.31, 5.35, 5.66], [-6.19, 5.50, 4.25], [-6.89, 6.50, 3.52], [-4.66, 5.77, 3.89], [-3.65, 5.11, 4.68], [-2.39, 5.93, 4.64], [-6.44, 3.93, 3.48], [-3.45, 4.13, 4.21], [-4.00, 4.87, 5.68], [-1.59, 5.42, 5.18], [-2.54, 6.89, 5.14], [-2.05, 6.12, 3.62], [-7.47, 3.62, 3.58], [-5.81, 3.21, 4.01], [-6.05, 4.02, 2.47], [2.67, -6.69, -5.74], [3.61, -5.64, -5.61], [3.77, -4.69, -6.65], [3.28, -4.78, -4.32], [3.20, -5.41, -3.03], [2.99, -4.34, -1.99], [5.19, -6.33, -5.24], [4.04, -6.05, -2.74], [2.32, -6.07, -3.01], [2.02, -3.85, -2.07], [3.74, -3.54, -2.01], [3.06, -4.77, -0.99], [5.24, -6.72, -4.23], [5.93, -5.57, -5.50], [5.33, -7.16, -5.93]],
  "mulliken_charge": [-0.3176, -0.0312, -0.1945, -0.1019, 0.4503, -0.4822, 0.3720, -0.1373, 1.0159, -0.5478, -0.2318, -0.1590, -0.2292, -0.0075, -0.1970, -0.7023, 1.1753, -0.5363, -0.3785, 1.6661, -1.4102, -0.0889, -0.4186, -0.3708, 0.2080, 0.3211, 0.4181, 0.4087, 0.3312, -0.4905, -0.7490, 0.8943, -0.4248, 0.0261, -0.3399, -1.2262, -0.6919, 0.3731, 0.3498, 0.3204, 0.2291, 0.4297, -0.1460, 0.4794, 0.3992, -0.5848, 1.2405, -0.6813, -0.3785, 0.5297, -1.4709, -0.7933, -0.1170, 0.2728, 0.3548, 0.3194, 0.3916, 0.2553, 0.4275, 0.2389, -0.6874, 1.0681, -0.4493, -0.3797, 0.3893, -0.8300, -0.1643, 0.3855, -0.1023, 0.5195, 0.0520, -0.0807, 0.4637, 0.2243, -0.3703, -0.6355, 1.1598, -0.6711, -0.0007, -0.7345, -0.5846, -0.8422, 0.3685, 0.4746, -0.1127, 0.4097, 0.2924, 0.2073, 0.4701, 0.2552, -0.6035, 1.3221, -0.7479, -0.1952, -0.0382, -1.1749, 0.4430, 0.4753, 0.0680, 0.4137, 0.0965, 0.3421, -0.0679, -0.6163, 0.2683, -0.6918, 1.3108, -0.6696, -0.4251, 0.6510, -1.3791, -0.3559, 0.4561, -0.2677, 0.3165, 0.1453, 0.4252, 0.5556, 0.0295, -0.2192, -0.7182, 1.3426, -0.7234, -0.3526, 0.2061, -1.2949, 0.2022, 0.0701, 0.2723, 0.3359, 0.3556, 0.3148, 0.4967, 0.1211, -0.8390, -0.6565, 1.2142, -0.6398, -0.2667, 0.1205, -1.3496, -0.8594, -0.0035, 0.5059, 0.3812, 0.3864, 0.2380, 0.5185, 0.2759, 0.1780, -0.6429, 1.2177, -0.6460, -0.2268, -0.5842, -0.3031, -0.9138, 0.3867, 0.2969, -0.2488, 0.3677, 0.2150, 0.3297, 0.3136, 0.3831],
  "orbital_gap_ev": 10.00,
  "charge": -1,
  "relative_energy_kj_mol": 0.0,
  "lumo_energy_ha": 0.055
}

No. 2
{
  "formula": "C6H9InO6",
  "method": "ωB97M-V/def2-TZVPD",
  "symbols": ["In", "C", "C", "O", "O", "H", "H", "H", "C", "C", "O", "O", "H", "H", "H", "C", "C", "O", "O", "H", "H", "H"],
  "positions_angstrom": [[-0.13, 0.01, 0.25], [2.21, -3.81, -1.59], [1.66, -2.68, -0.80], [2.14, -1.52, -0.99], [0.85, -2.80, 0.14], [2.15, -3.61, -2.66], [1.77, -4.78, -1.35], [3.28, -3.83, -1.41], [2.96, 3.78, 0.40], [1.69, 2.93, 0.19], [0.68, 3.01, 0.86], [1.72, 2.01, -0.62], [2.71, 4.75, 0.82], [3.48, 3.86, -0.56], [3.53, 3.24, 1.16], [-5.06, -0.14, 0.96], [-3.52, -0.01, 0.73], [-2.87, -1.07, 0.79], [-3.02, 1.09, 0.57], [-5.45, -0.32, -0.04], [-5.46, 0.76, 1.42], [-5.33, -0.88, 1.72]],
  "mulliken_spin": [0.3193, 0.0261, -0.0033, 0.0789, 0.0670, -0.0001, -0.0020, -0.0007, 0.0366, -0.0104, 0.0172, 0.2143, 0.0012, -0.0027, -0.0004, 0.0630, -0.0185, 0.1544, 0.0664, -0.0015, -0.0019, -0.0028],
  "orbital_gap_ev": [8.41, 4.79],
  "charge": -1,
  "relative_energy_kj_mol": 0.0,
  "spin_multiplicity": 2,
  "lumo_energy_ha": [0.099, -0.020]
}